(1)
The following is a DFT calculation (the ωB97M-V functional and the def2-TZVPD basis) of a 2-piece molecular cluster, C7H7NOS overall at a distorted geometry.

Summary:
- Charge: 0
- ΔE to the lowest compared entry with this formula, charge and spin: 3.692 eV
- E_HOMO: -0.3252 Eh
- Orbital gap: 9.05 eV
- E_LUMO: 0.201 eV
- Maximum force: 4.20 eV/Å

Each line ends with the natural charge from an NBO analysis.
CARTESIAN COORDINATES (ANGSTROEM)
C1 -0.00419 1.55814 -1.25381  -0.14
C2 -0.73282 0.85781 -0.58526  -0.12
C3 2.45867 -1.20694 -0.76216  -0.07
C4 3.07443 -0.02397 -0.64012  -0.45
C5 1.21486 -0.20769 1.04963  -0.17
C6 -2.65660 0.48801 0.84478  -0.69
C7 -1.50848 -0.17010 0.04410  0.53
N1 1.33944 -1.19811 0.14413  -0.56
O1 -1.47102 -1.38013 -0.15113  -0.53
S1 2.44488 0.92428 0.62455  0.39
H1 0.47831 2.33718 -1.70398  0.22
H2 2.69266 -1.99778 -1.46034  0.23
H3 3.86614 0.40918 -1.10644  0.23
H4 -3.54906 0.01763 0.56121  0.23
H5 -2.79250 1.47511 0.70572  0.22
H6 -2.44057 0.32375 1.91682  0.24
H7 0.95524 -2.08781 0.38850  0.42

Cartesian forces (eV/Å) of the 6 atoms listed first:
-2.14 -1.41 1.58
1.89 -0.18 -1.66
-1.06 1.22 0.71
-1.01 -0.68 0.83
0.30 -0.09 -0.41
1.98 -3.43 1.42

(2)
The following is a DFT calculation (the ωB97M-V functional and the def2-TZVPD basis) of one molecule with the formula C7H7NOS at a distorted geometry.

Summary:
- Charge: 0
- ΔE to the lowest compared entry with this formula, charge and spin: 3.081 eV
- E_HOMO (alpha / beta): -0.3372 / -0.3372 Eh
- Orbital gap (alpha / beta): 8.74 / 8.74 eV
- E_LUMO (alpha / beta): -0.432 / -0.431 eV
- Maximum force: 5.78 eV/Å

Each line ends with the natural charge from an NBO analysis.
CARTESIAN COORDINATES (ANGSTROEM)
C1 3.30180 1.31046 -0.34378  -0.11
C2 1.18018 1.16168 -0.39840  0.25
C3 1.24067 0.06218 0.34391  -0.24
C4 -1.45733 1.71497 0.25402  0.35
C5 0.26062 -0.92718 0.76749  -0.43
C6 -0.99827 -0.63215 -0.10522  -0.46
C7 -1.00262 0.73074 -0.68995  -0.23
N1 2.20779 1.80427 -0.84154  -0.48
O1 -1.69926 1.51984 1.41375  -0.56
S1 2.97994 -0.15062 0.67300  0.36
H1 4.29027 1.86781 -0.60580  0.24
H2 -1.39691 2.75691 -0.06479  0.12
H3 0.62049 -1.94706 0.77906  0.24
H4 0.00619 -0.72139 1.93620  0.23
H5 -0.99092 -1.51281 -0.80317  0.22
H6 -1.80642 -0.74272 0.53805  0.25
H7 -0.85054 0.95905 -1.75459  0.26

Cartesian forces (eV/Å) of the 6 atoms listed first:
1.19 0.27 -0.10
-5.29 -2.31 0.09
3.58 -0.67 0.78
0.86 1.97 -0.36
-1.33 1.66 3.31
1.71 -2.33 -1.45

(3)
The following is a DFT calculation (the ωB97M-V functional and the def2-TZVPD basis) of a 2-piece molecular cluster, C7H7NS overall at a distorted geometry.

Summary:
- Charge: 0
- ΔE to the lowest compared entry with this formula, charge and spin: 0.000 eV
- E_HOMO: -0.3538 Eh
- Structure (SMILES): N#Cc1ccccc1.S
- Orbital gap: 9.79 eV
- E_LUMO: 0.161 eV
- Maximum force: 6.50 eV/Å

Each line ends with the natural charge from an NBO analysis.
CARTESIAN COORDINATES (ANGSTROEM)
C1 -1.66591 -1.68656 -0.18173  0.28
C2 2.00096 0.30691 -0.24163  -0.16
C3 1.47332 -0.22737 0.97485  -0.21
C4 1.26879 0.16143 -1.40858  -0.21
C5 0.33401 -0.89238 1.01024  -0.18
C6 0.06292 -0.50277 -1.35242  -0.13
C7 -0.39162 -1.08410 -0.12030  -0.20
N1 -2.69485 -2.21263 -0.24767  -0.30
S1 -1.91525 2.07804 0.22263  -0.31
H1 2.87768 0.85724 -0.21887  0.21
H2 2.22544 -0.01217 1.82573  0.23
H3 1.46821 0.63964 -2.25555  0.21
H4 0.01643 -1.38548 2.00220  0.23
H5 -2.69082 3.05056 0.75586  0.15
H6 -0.64617 -0.47263 -2.22303  0.23
H7 -1.72314 1.38228 1.45825  0.16

Cartesian forces (eV/Å) of the 6 atoms listed first:
-1.60 -1.22 0.36
-2.48 -1.40 0.78
5.79 2.92 -0.34
-1.23 -1.44 3.43
-1.99 -2.74 3.69
-1.60 -0.51 0.46

(4)
The following is a DFT calculation (the ωB97M-V functional and the def2-TZVPD basis) of a 2-piece molecular cluster, C7H8 overall.

Summary:
- Charge: 0
- ΔE to the lowest compared entry with this formula, charge and spin: 7.841 eV
- E_HOMO (alpha / beta): -0.3019 / -0.3073 Eh
- Orbital gap (alpha / beta): 8.08 / 7.95 eV
- E_LUMO (alpha / beta): -0.135 / -0.415 eV
- Maximum force: 0.72 eV/Å

Each line ends with the natural charge from an NBO analysis.
CARTESIAN COORDINATES (ANGSTROEM)
C1 -0.61304 -1.84768 -0.32312  -0.48
C2 -0.18015 0.45959 0.80175  -0.20
C3 0.50403 1.41445 -0.15340  -0.52
C4 1.89468 1.03681 -0.40998  0.00
C5 3.03815 0.70953 -0.60246  -0.24
C6 -1.52961 0.26079 0.75173  -0.08
C7 -2.53412 -0.40054 0.43811  -0.22
H1 -0.78868 -1.01511 -0.97108  0.19
H2 -0.24649 -2.76513 -0.79155  0.17
H3 -0.77163 -1.87508 0.73432  0.20
H4 0.34501 0.25585 1.73341  0.23
H5 -0.05342 1.45926 -1.09687  0.24
H6 0.48528 2.43277 0.26340  0.25
H7 4.04797 0.41765 -0.78181  0.24
H8 -3.59796 -0.54316 0.40754  0.23

Cartesian forces (eV/Å) of the 6 atoms listed first:
0.07 -0.19 -0.09
-0.26 0.19 0.14
-0.05 0.00 -0.07
0.69 -0.18 -0.12
-0.61 0.17 0.09
-0.03 -0.22 -0.11

(5)
The following is a DFT calculation (the ωB97M-V functional and the def2-TZVPD basis) of one molecule with the formula C7H8 at a distorted geometry.

Summary:
- Charge: 0
- ΔE to the lowest compared entry with this formula, charge and spin: 2.734 eV
- E_HOMO: -0.3166 Eh
- Structure (SMILES): C#CC1=CCCC1
- Orbital gap: 9.67 eV
- E_LUMO: 1.052 eV
- Maximum force: 2.16 eV/Å

Each line ends with the natural charge from an NBO analysis.
CARTESIAN COORDINATES (ANGSTROEM)
C1 3.30696 0.01386 -0.04042  -0.21
C2 2.13351 0.21686 -0.00896  -0.03
C3 0.74409 0.15230 0.02037  -0.11
C4 -0.03385 1.23671 -0.05454  -0.13
C5 -1.47563 0.84847 0.09055  -0.45
C6 -1.56100 -0.65908 -0.13672  -0.40
C7 -0.07593 -1.13428 0.08199  -0.41
H1 4.34746 -0.17594 0.01602  0.23
H2 0.29110 2.30278 -0.12474  0.22
H3 -1.99765 1.37406 -0.71538  0.21
H4 -1.93123 1.19796 1.07743  0.21
H5 -2.23603 -1.20658 0.60202  0.22
H6 -2.01487 -0.83667 -1.15537  0.22
H7 0.16670 -1.51678 1.05846  0.22
H8 0.33637 -1.81366 -0.71071  0.22

Cartesian forces (eV/Å) of the 6 atoms listed first:
1.12 -0.05 0.17
0.28 -0.86 -0.07
-1.59 1.27 -0.72
-0.06 0.21 0.77
-1.12 1.43 0.23
-0.23 -1.16 0.70

(6)
The following is a DFT calculation (the ωB97M-V functional and the def2-TZVPD basis) of one molecule with the formula C7H8 at a distorted geometry.

Summary:
- Charge: 0
- ΔE to the lowest compared entry with this formula, charge and spin: 7.389 eV
- E_HOMO: -0.2797 Eh
- Orbital gap: 7.80 eV
- E_LUMO: 0.194 eV
- Maximum force: 1.01 eV/Å

Each line ends with the natural charge from an NBO analysis.
CARTESIAN COORDINATES (ANGSTROEM)
C1 -0.14981 -1.50419 -0.50437  -0.63
C2 -0.51003 -0.09383 -0.13072  -0.02
C3 0.34855 1.02577 -0.68913  -0.50
C4 1.78155 0.89598 -0.36497  0.01
C5 2.93766 0.74791 -0.07612  -0.26
C6 -1.50323 0.14909 0.75331  -0.35
C7 -2.46040 0.03527 1.63990  -0.29
H1 0.15502 -1.55823 -1.55315  0.22
H2 0.70083 -1.86643 0.09088  0.23
H3 -0.98856 -2.18309 -0.33532  0.23
H4 -0.95252 0.56238 1.71734  0.44
H5 0.23518 1.01202 -1.78673  0.24
H6 -0.02592 2.00204 -0.35925  0.24
H7 3.96873 0.62669 0.18550  0.24
H8 -3.53707 0.14862 1.41283  0.21

Cartesian forces (eV/Å) of the 6 atoms listed first:
-0.06 -0.05 -0.11
0.21 -0.09 -0.08
0.08 0.01 0.08
-0.04 -0.06 0.05
0.02 0.02 0.01
-0.04 -0.45 -0.16

(7)
The following is a DFT calculation (the ωB97M-V functional and the def2-TZVPD basis) of one molecule with the formula C7H8.

Summary:
- Charge: 0
- ΔE to the lowest compared entry with this formula, charge and spin: 3.886 eV
- E_HOMO: -0.3659 Eh
- Structure (SMILES): C#CC[C@H](C)C#C
- Orbital gap: 10.95 eV
- E_LUMO: 0.996 eV
- Maximum force: 0.64 eV/Å

Each line ends with the natural charge from an NBO analysis.
CARTESIAN COORDINATES (ANGSTROEM)
C1 -1.10885 0.99222 0.54326  -0.60
C2 -0.01269 -0.07122 0.46142  -0.29
C3 0.83881 0.00253 -0.82379  -0.47
C4 0.04247 -0.46313 -1.96392  0.01
C5 -0.67297 -0.91525 -2.82056  -0.26
C6 0.79590 -0.19085 1.68000  0.01
C7 1.29643 -0.60037 2.69544  -0.25
H1 -0.71291 2.00565 0.41964  0.21
H2 -1.84864 0.80821 -0.24186  0.22
H3 -1.60700 0.93122 1.51544  0.22
H4 -0.51287 -1.04606 0.43275  0.24
H5 1.20985 1.02022 -0.99464  0.23
H6 1.71801 -0.64124 -0.70469  0.25
H7 -1.29687 -1.31155 -3.59146  0.24
H8 1.66195 -1.08005 3.57239  0.24

Cartesian forces (eV/Å) of the 6 atoms listed first:
-0.03 0.04 0.00
-0.08 -0.15 0.03
0.04 0.00 -0.01
-0.27 -0.19 -0.33
0.28 0.21 0.25
0.09 -0.43 0.47

(8)
The following is a DFT calculation (the ωB97M-V functional and the def2-TZVPD basis) of one molecule with the formula C7H8 at a distorted geometry.

Summary:
- Charge: 0
- ΔE to the lowest compared entry with this formula, charge and spin: 4.093 eV
- E_HOMO (alpha / beta): -0.1668 / -0.3386 Eh
- Orbital gap (alpha / beta): 5.63 / 7.64 eV
- Multiplicity: 3
- E_LUMO (alpha / beta): 1.096 / -1.571 eV
- Expectation value of S²: 2.02
- Maximum force: 8.88 eV/Å

Each line ends with the Löwdin charge.
CARTESIAN COORDINATES (ANGSTROEM)
C1 -0.74767 -0.84293 -1.48351  -0.01
C2 -0.03104 -1.47879 -0.42299  -0.13
C3 0.12542 1.68691 -1.83009  -0.02
C4 -0.23448 0.35086 -1.57364  -0.21
C5 0.87129 1.05751 -0.93637  -0.12
C6 0.40387 -0.81069 0.59401  -0.19
C7 -0.39078 0.13507 1.38470  -0.08
H1 -1.46374 -1.31343 -2.08721  0.10
H2 0.38323 -2.39504 -0.78481  0.11
H3 -0.01748 2.49829 -2.56342  0.09
H4 1.80305 1.13286 -0.33150  0.12
H5 1.20594 -1.34214 1.08440  0.12
H6 -0.82965 -0.31909 2.21213  0.06
H7 -1.15932 0.41547 0.74252  0.07
H8 0.20972 0.88821 1.86731  0.09

Cartesian forces (eV/Å) of the 6 atoms listed first:
-0.72 -3.27 1.85
-1.56 -2.29 -4.37
-4.77 1.53 -4.70
3.24 8.18 -1.17
3.70 -2.25 3.95
1.53 -0.69 4.35

(9)
The following is a DFT calculation (the ωB97M-V functional and the def2-TZVPD basis) of C7H8BCaF4N2O2Se3Te as an isolated structure at a distorted geometry.

Summary:
- Charge: -1
- ΔE to the lowest compared entry with this formula, charge and spin: 0.499 eV
- E_HOMO: -0.1285 Eh
- Orbital gap: 4.76 eV
- E_LUMO: 1.260 eV
- Maximum force: 2.78 eV/Å

Each line ends with the natural charge from an NBO analysis.
CARTESIAN COORDINATES (ANGSTROEM)
Ca1 0.86319 2.54123 -0.17677  1.72
Se1 3.23620 3.68664 -1.84278  -0.80
Se2 3.48582 5.83276 -1.24210  -0.22
Te1 2.60509 5.56827 1.07910  0.11
Se3 0.33346 5.00781 0.70548  -0.88
F1 -2.42170 0.69294 -0.81519  -0.57
B1 -1.98871 2.03878 -0.55012  1.36
F2 -0.90337 2.44126 -1.48966  -0.61
F3 -2.89080 3.03192 -0.67434  -0.52
F4 -1.27608 2.06409 0.74672  -0.60
O1 -3.88286 -2.00044 -0.89023  -0.70
C1 -2.88569 -2.77391 -0.32071  0.11
N1 -1.68886 -2.06953 0.06631  -0.64
C2 -0.50723 -2.75280 0.30607  0.67
O2 -0.39243 -3.97113 0.38323  -0.60
C3 0.66194 -1.80193 0.40685  -0.18
C4 1.93266 -2.27517 0.83150  -0.09
C5 3.00564 -1.36993 0.83355  -0.25
C6 2.78207 -0.06723 0.55190  0.05
N2 1.57943 0.36759 0.08477  -0.57
C7 0.53003 -0.50380 -0.02005  0.06
H1 -3.88986 -1.11207 -0.49342  0.49
H2 -2.53344 -3.51146 -1.01146  0.18
H3 -3.23034 -3.32451 0.57527  0.13
H4 -1.87567 -1.19943 0.54261  0.41
H5 2.09900 -3.29616 1.13072  0.24
H6 4.00556 -1.70374 1.17326  0.23
H7 3.66506 0.51947 0.43247  0.23
H8 -0.41812 -0.05952 -0.32300  0.24

Cartesian forces (eV/Å) of the 6 atoms listed first:
0.84 1.54 -0.63
-0.31 -2.14 -0.68
0.10 1.25 0.37
1.86 0.67 0.91
-2.16 0.43 0.16
0.36 1.52 0.42

(10)
The following is a DFT calculation (the ωB97M-V functional and the def2-TZVPD basis) of one molecule with the formula C7H8BrIO at a distorted geometry.

Summary:
- Charge: 0
- ΔE to the lowest compared entry with this formula, charge and spin: 0.000 eV
- E_HOMO: -0.3188 Eh
- Structure (SMILES): BrC1=C(I)C2(CCC2)OC1
- Orbital gap: 9.01 eV
- E_LUMO: 0.340 eV
- Maximum force: 4.41 eV/Å

Each line ends with the natural charge from an NBO analysis.
CARTESIAN COORDINATES (ANGSTROEM)
C1 -2.60275 -1.26681 -0.18743  -0.17
C2 -1.99892 -0.01354 -0.27700  -0.18
C3 -1.52052 -2.29232 -0.39164  -0.11
C4 0.61651 1.47332 0.31427  -0.41
C5 0.30256 0.77718 -0.99326  -0.41
C6 0.11807 0.32832 1.12146  -0.44
C7 -0.50013 -0.19708 -0.25005  0.20
O1 -0.26633 -1.55273 -0.54769  -0.50
Br1 -4.42160 -1.47437 0.13858  0.13
I1 -3.08628 1.75444 -0.05438  0.20
H1 -1.39961 -2.70346 0.56963  0.19
H2 -1.62302 -3.01473 -1.24944  0.21
H3 1.67984 1.69915 0.43718  0.21
H4 0.00813 2.33250 0.57390  0.21
H5 -0.20114 1.30535 -1.68457  0.21
H6 1.25510 0.32191 -1.53178  0.22
H7 1.05016 -0.20724 1.31774  0.22
H8 -0.53069 0.32927 2.02989  0.22

Cartesian forces (eV/Å) of the 6 atoms listed first:
1.79 3.79 -1.37
-1.80 -2.87 0.71
0.66 0.27 -0.56
0.69 2.50 0.49
4.15 -1.24 -0.07
0.08 -2.31 -0.03